(1)
197
Properties=species:S:1:pos:R:3:lowdin_charge:R:1 method="wB97M-V/def2-TZVPD" energy_ha=-3544.45914 total_charge=+1 orbital_gap_ev=8.36 lumo_energy_ha=-0.055 multiplicity=1
O -13.517 -23.890 12.522 -0.112
H -13.933 -22.740 14.380 0.051
H -13.857 -24.375 11.708 0.081
H -12.550 -23.803 12.315 0.018
O -12.789 -15.369 13.178 -0.124
H -11.343 -14.579 14.068 0.123
H -13.734 -15.364 13.413 0.022
H -12.408 -16.280 13.206 -0.105
I -12.194 -18.873 13.698 -0.077
C -16.010 -21.106 13.210 -0.066
C -15.777 -21.638 14.605 -0.272
C -16.588 -22.921 15.005 -0.164
O -15.935 -23.272 16.194 -0.267
C -16.558 -24.300 17.079 -0.025
N -14.242 -21.949 14.830 0.195
H -15.330 -20.410 12.669 0.076
H -17.038 -20.740 13.116 0.091
H -15.867 -22.009 12.565 0.087
H -16.055 -20.808 15.387 0.173
H -16.257 -23.782 14.351 0.152
H -17.591 -22.895 15.283 0.109
H -17.651 -24.240 17.112 0.084
H -16.163 -24.100 18.114 0.105
H -16.299 -25.301 16.782 0.076
H -14.055 -22.031 15.864 0.153
H -13.599 -21.060 14.482 0.028
C -9.681 -25.718 13.032 -0.034
C -9.219 -24.282 12.842 -0.434
C -7.886 -24.220 12.272 -0.239
O -7.111 -25.030 13.125 -0.206
C -5.818 -25.414 12.709 -0.091
N -10.239 -23.496 12.049 0.058
H -10.648 -25.580 13.478 0.062
H -9.005 -26.125 13.797 0.075
H -9.801 -26.212 12.085 0.086
H -9.246 -23.778 13.824 0.137
H -7.441 -23.157 12.131 0.142
H -7.820 -24.665 11.266 0.134
H -5.312 -25.897 13.511 0.079
H -5.196 -24.613 12.247 0.092
H -5.895 -26.105 11.854 0.089
H -10.129 -23.773 11.079 0.072
H -9.932 -22.529 11.958 0.057
C -11.574 -16.858 18.321 -0.032
C -10.522 -17.698 17.572 -0.402
C -9.102 -17.388 18.061 -0.191
O -8.575 -16.344 17.288 -0.241
C -7.408 -15.724 17.846 -0.071
N -10.678 -19.147 17.888 0.060
H -11.258 -16.856 19.362 0.077
H -12.576 -17.348 18.218 0.081
H -11.653 -15.823 18.023 0.052
H -10.662 -17.560 16.508 0.084
H -8.370 -18.191 18.001 0.114
H -9.246 -17.153 19.102 0.118
H -6.554 -16.432 18.004 0.097
H -7.604 -15.229 18.790 0.088
H -7.198 -14.886 17.125 0.098
H -10.198 -19.579 17.145 0.013
H -11.681 -19.363 17.870 0.071
C -9.272 -20.154 6.984 -0.075
C -8.445 -19.612 8.103 -0.490
C -8.581 -20.532 9.277 -0.267
O -8.423 -19.857 10.470 -0.197
C -9.707 -19.345 10.873 -0.114
N -7.146 -19.288 7.542 0.042
H -9.510 -19.398 6.178 0.105
H -10.194 -20.535 7.309 0.047
H -8.691 -20.993 6.532 0.097
H -8.805 -18.631 8.483 0.146
H -7.691 -21.225 9.176 0.147
H -9.529 -21.111 9.177 0.124
H -10.237 -19.043 10.009 0.069
H -9.647 -18.417 11.469 0.058
H -10.238 -20.109 11.440 0.033
H -6.683 -20.136 7.197 0.078
H -6.569 -18.966 8.298 0.065
C -10.366 -27.398 18.543 -0.035
C -10.330 -26.073 17.756 -0.507
C -11.789 -25.769 17.282 -0.101
C -11.999 -24.293 16.736 -0.155
C -11.636 -23.366 17.919 -0.134
C -10.199 -23.651 18.424 -0.472
N -10.021 -25.088 18.780 -0.121
O -8.766 -25.334 19.262 -0.005
C -9.252 -22.982 17.441 -0.054
C -9.988 -22.791 19.737 -0.039
C -9.269 -26.160 16.655 -0.007
H -10.629 -28.271 17.925 0.094
H -11.118 -27.360 19.333 0.083
H -9.444 -27.545 19.109 0.080
H -11.916 -26.472 16.465 0.112
H -12.498 -25.951 18.045 0.096
H -12.946 -24.213 16.288 0.064
H -11.249 -24.304 15.913 0.096
H -12.459 -23.571 18.704 0.147
H -11.718 -22.321 17.633 0.096
H -8.288 -23.415 17.375 0.070
H -9.609 -23.113 16.402 0.062
H -9.179 -21.861 17.544 0.089
H -8.951 -22.798 20.151 0.091
H -10.280 -21.757 19.554 0.060
H -10.701 -23.200 20.511 0.094
H -9.679 -26.852 15.956 0.069
H -8.422 -26.621 17.153 0.095
H -9.145 -25.279 16.060 0.054
H -8.799 -25.308 20.194 0.092
C -19.003 -17.156 16.476 -0.050
C -17.827 -16.208 16.511 -0.487
C -16.585 -17.147 16.618 -0.123
C -15.358 -16.255 16.523 -0.191
C -15.404 -15.563 15.221 -0.163
C -16.589 -14.567 15.058 -0.506
N -17.793 -15.419 15.248 -0.093
O -18.918 -14.551 15.210 -0.037
C -16.460 -13.345 15.860 -0.044
C -16.626 -14.307 13.497 -0.023
C -17.905 -15.262 17.733 -0.016
H -19.984 -16.752 16.527 0.071
H -19.034 -17.839 17.288 0.071
H -18.968 -17.838 15.603 0.095
H -16.637 -17.717 17.522 0.110
H -16.681 -17.930 15.864 0.112
H -14.477 -16.919 16.626 0.110
H -15.240 -15.557 17.348 0.109
H -15.546 -16.284 14.433 0.114
H -14.415 -15.065 15.115 0.095
H -16.077 -12.651 15.104 0.083
H -17.439 -12.896 16.149 0.108
H -15.734 -13.409 16.681 0.084
H -17.540 -13.772 13.125 0.096
H -15.731 -13.763 13.228 0.070
H -16.674 -15.274 13.022 0.074
H -18.820 -14.682 17.726 0.084
H -17.051 -14.562 17.797 0.065
H -18.017 -15.852 18.635 0.087
H -19.306 -14.680 14.314 0.123
C -5.349 -20.970 16.992 -0.020
C -4.899 -19.993 15.836 -0.459
C -4.536 -20.889 14.552 -0.112
C -5.776 -21.283 13.755 -0.205
C -6.603 -20.101 13.223 -0.098
C -7.056 -19.325 14.537 -0.424
N -5.795 -18.958 15.323 -0.078
O -6.309 -18.209 16.386 -0.087
C -7.642 -17.945 14.108 -0.040
C -8.143 -20.065 15.321 -0.028
C -3.657 -19.250 16.425 -0.036
H -6.246 -21.522 16.730 0.049
H -5.447 -20.471 17.900 0.055
H -4.573 -21.737 17.119 0.087
H -3.872 -20.323 13.944 0.093
H -3.917 -21.735 14.821 0.113
H -6.412 -21.951 14.421 0.113
H -5.533 -21.970 12.938 0.094
H -7.433 -20.530 12.634 0.099
H -5.963 -19.573 12.518 0.121
H -8.513 -18.154 13.515 0.044
H -8.025 -17.430 15.025 0.065
H -6.888 -17.193 13.759 0.105
H -7.814 -21.120 15.537 0.062
H -8.251 -19.633 16.316 0.062
H -9.072 -20.184 14.768 0.067
H -3.823 -18.296 16.939 0.067
H -3.027 -18.977 15.508 0.094
H -3.009 -19.950 17.020 0.094
H -5.894 -17.318 16.393 0.099
C -9.893 -12.701 16.498 -0.018
C -10.867 -12.963 15.407 -0.412
C -11.101 -11.825 14.351 -0.090
C -9.931 -11.687 13.340 -0.157
C -9.768 -12.991 12.621 -0.128
C -9.420 -14.177 13.544 -0.424
N -10.517 -14.244 14.592 0.000
O -10.283 -15.277 15.538 0.000
C -9.657 -15.501 12.745 -0.010
C -8.003 -14.058 14.108 0.014
C -12.246 -13.369 16.047 0.009
H -9.005 -12.180 16.113 0.082
H -9.590 -13.579 17.084 0.093
H -10.390 -12.030 17.248 0.118
H -11.947 -12.012 13.753 0.104
H -11.165 -10.863 14.888 0.139
H -9.053 -11.362 13.912 0.112
H -10.178 -10.868 12.643 0.129
H -9.044 -12.941 11.820 0.137
H -10.693 -13.356 12.280 0.099
H -10.566 -15.355 12.109 0.100
H -8.786 -15.725 12.158 0.093
H -9.785 -16.375 13.375 0.044
H -7.878 -13.221 14.823 0.079
H -7.697 -14.958 14.597 0.059
H -7.409 -13.752 13.238 0.112
H -12.987 -13.476 15.263 0.070
H -12.422 -12.521 16.738 0.110
H -12.049 -14.280 16.541 0.051
H -9.373 -15.518 15.747 0.073



(2)
20
Properties=species:S:1:pos:R:3:lowdin_charge:R:1 method="wB97M-V/def2-TZVPD" de_lowest_ev=2.206 energy_ha=-365.36141 orbital_gap_ev=8.61 smiles="C=CNCC.O.O" lumo_energy_ha=0.023 multiplicity=1
C 2.790 -0.851 -0.919 -0.040
C 1.516 -0.593 -0.521 -0.264
N 0.536 -1.360 0.014 -0.037
C -0.794 -0.956 0.330 -0.310
C -1.400 -1.447 1.643 -0.119
H 3.224 -0.031 -1.612 0.070
H 3.190 -1.834 -0.993 0.016
H 1.275 0.500 -0.610 0.093
H 0.790 -2.333 0.101 0.140
H -1.597 -1.196 -0.479 0.132
H -0.876 0.108 0.458 0.088
H -2.560 -1.489 1.653 0.098
H -1.105 -0.676 2.495 0.100
H -0.839 -2.332 1.989 0.058
H 1.318 2.337 0.061 -0.014
H 2.098 3.697 0.102 0.029
O 1.346 3.216 0.424 -0.041
H -3.598 1.444 -1.160 0.017
H -2.402 2.171 -1.194 0.023
O -2.912 1.624 -1.782 -0.039



no.,E_HOMO (eV)
1,-9.85
2,-7.99